ORCA calculation (wB97M-V/def2-TZVPD) on an isolated molecule of C4H8O2.

XYZ file:
```
14
Properties=species:S:1:pos:R:3:forces:R:3:nbo_charge:R:1
C 1.439425 -0.018956 -1.239022 0.1 0.1 -0.2 -0.26
O 0.895274 -0.803681 -0.184522 -0.2 0.0 0.1 -0.54
C -0.498516 -0.714289 -0.051876 0.0 -0.1 0.0 0.05
C -0.996323 -0.597656 1.363348 0.0 0.0 0.1 -0.47
C -1.022802 0.593155 0.444418 -0.3 0.1 0.0 0.06
O -0.138954 1.656572 0.624829 0.1 0.1 0.1 -0.69
H 2.174710 -0.630592 -1.765320 -0.1 0.1 -0.1 0.19
H 1.962538 0.868432 -0.852436 0.0 -0.2 0.0 0.16
H 0.665001 0.348760 -1.921238 0.1 -0.2 0.0 0.19
H -1.095203 -1.288564 -0.764612 0.3 0.1 0.0 0.18
H -0.220803 -0.598099 2.124642 -0.1 0.0 -0.1 0.23
H -1.937350 -1.062961 1.644906 0.2 0.0 -0.1 0.22
H -1.982279 0.934658 0.068864 0.1 0.0 0.1 0.19
H 0.755286 1.313216 0.508018 -0.1 0.1 0.2 0.47
```
Forces are in eV/Å.

* energy above the lowest of the compared OMol25 structures with the same formula, charge and spin: 2.569 eV
* DFT total energy: -8370.713 eV
* gap between HOMO and LUMO: 10.25 eV
* 2S+1: 1
* E_HOMO: -9.26 eV
* SMILES: CO[C@H]1C[C@H]1O
* total charge: 0